Entry 1:
Below is one molecule with the formula C5H9Cl2NSi, with properties calculated with wB97M-V/def2-TZVPD.

Geometry as ORCA input:
```
! wB97M-V def2-TZVPD RIJCOSX def2/J DEFGRID3
* xyz 0 1
C 2.172 -0.444 0.257
C 1.507 0.880 0.298
C 0.056 0.928 -0.273
C -0.658 -0.377 0.112
C -0.276 -1.432 -0.820
N 0.150 -2.253 -1.459
Si -2.893 -0.152 0.022
Cl -3.190 0.404 -1.951
Cl -3.227 1.256 1.391
H 2.116 -0.842 -0.683
H 1.665 -1.059 1.114
H 3.216 -0.348 0.670
H 1.588 1.280 1.322
H 2.165 1.613 -0.354
H -0.461 1.628 0.337
H 0.169 0.945 -1.353
H -0.346 -0.825 1.131
H -3.753 -1.203 0.239
*
```

Computed properties:
SMILES string ... CCC[C@H](C#N)[SiH](Cl)Cl
HOMO ... -10.12 eV
E_LUMO ... 0.0191 hartree

Results of the Löwdin charge analysis, in e, for atoms 1 through 2:
1. C -0.15
2. C -0.28

***

Entry 2:
Below is C34H36CrN12O5S as an isolated structure, with properties calculated with wB97M-V/def2-TZVPD.

Geometry as ORCA input:
```
! wB97M-V def2-TZVPD RIJCOSX def2/J DEFGRID3
* xyz 2 5
Cr 1.375 -0.475 1.240
O 5.299 -1.051 1.985
C 4.087 -0.892 1.468
O 3.084 -0.643 2.243
C 3.901 -1.000 0.075
C 4.813 -1.275 -0.980
C 4.336 -1.345 -2.256
C 2.944 -1.160 -2.552
C 2.120 -0.894 -1.501
N 2.591 -0.797 -0.253
C 0.640 -0.625 -1.467
O 0.007 -0.139 -2.520
O 0.147 -0.314 -0.335
H 5.251 -0.913 2.944
H 5.860 -1.428 -0.760
H 5.021 -1.552 -3.066
H 2.577 -1.269 -3.563
H 0.484 -0.340 -3.339
C 2.907 4.596 -0.432
N 2.516 3.465 0.426
C 2.139 2.256 0.052
N 1.797 1.546 1.124
C 2.024 2.408 2.160
N 2.442 3.583 1.772
C 1.934 4.804 -1.569
C 2.385 5.394 -2.745
C 1.508 5.610 -3.800
C 0.182 5.218 -3.701
C -0.265 4.625 -2.526
C 0.604 4.437 -1.460
C -1.648 4.156 -2.417
N -2.558 4.077 -3.313
N -3.677 3.501 -2.675
C -3.319 3.295 -1.464
O -2.043 3.681 -1.206
C -4.065 2.690 -0.357
C -5.404 2.338 -0.519
C -6.090 1.760 0.535
C -5.445 1.518 1.745
C -4.113 1.870 1.904
C -3.391 1.607 3.197
N -2.262 0.690 2.977
C -0.988 0.963 2.762
N -0.329 -0.159 2.463
C -1.320 -1.106 2.500
N -2.495 -0.630 2.799
C -3.430 2.464 0.854
H 3.910 4.396 -0.809
H 2.964 5.455 0.237
H 2.095 1.929 -0.973
H 1.895 2.147 3.196
H 3.423 5.686 -2.844
H 1.864 6.075 -4.708
H -0.504 5.361 -4.524
H 0.221 3.999 -0.548
H -5.893 2.530 -1.464
H -7.131 1.496 0.418
H -5.986 1.058 2.562
H -4.034 1.136 3.936
H -2.969 2.514 3.632
H -0.574 1.952 2.842
H -1.153 -2.149 2.303
H -2.394 2.757 0.969
C -3.770 -3.627 -2.867
N -2.328 -3.676 -2.682
C -1.635 -2.837 -1.921
N -2.302 -1.870 -1.282
S 0.060 -3.041 -1.740
H -4.057 -4.435 -3.532
H -4.074 -2.686 -3.328
H -4.286 -3.762 -1.916
H -1.789 -4.377 -3.165
H -3.274 -1.689 -1.465
H -1.787 -1.202 -0.729
C 0.627 -5.840 1.198
C 1.404 -5.005 2.226
C 0.827 -5.184 3.635
C 2.901 -5.337 2.193
C 1.262 -3.585 1.838
N 1.176 -2.497 1.487
H 0.782 -6.890 1.442
H 0.979 -5.661 0.183
H -0.441 -5.629 1.239
H 0.908 -6.238 3.901
H -0.227 -4.907 3.676
H 1.379 -4.601 4.371
H 3.014 -6.402 2.393
H 3.447 -4.784 2.956
H 3.338 -5.126 1.217
*
```

Computed properties:
HOMO (spin up / spin down) ... -11.46 / -12.99 eV
E_LUMO (spin up / spin down) ... -0.1941 / -0.2160 hartree

Results of the Löwdin charge analysis, in e, for atoms 1 through 2:
1. Cr 0.88
2. O 0.16

***

Entry 3:
Below is one molecule with the formula C7H13F2N3O2S, with properties calculated with wB97M-V/def2-TZVPD.

Geometry as ORCA input:
```
! wB97M-V def2-TZVPD RIJCOSX def2/J DEFGRID3
* xyz 0 1
H -1.144 -1.422 -2.200
N -1.673 -0.553 -1.965
C -1.471 0.098 -0.916
C -2.140 1.359 -0.436
N -0.124 -0.492 0.092
C -0.456 -0.633 1.462
C -1.562 -1.565 1.855
F 0.751 -1.176 2.031
F -0.669 0.546 2.206
C 1.091 -0.071 -0.455
N 1.272 0.211 -1.934
C 1.783 1.181 0.251
S 0.923 2.699 0.011
C 2.164 -1.168 -0.226
O 3.315 -0.893 -0.047
O 1.661 -2.345 -0.439
H -3.148 1.096 -0.002
H -2.288 1.950 -1.397
H -1.649 1.935 0.391
H -2.515 -1.064 1.696
H -1.484 -2.420 1.256
H -1.545 -1.771 3.044
H 0.761 -0.430 -2.579
H 0.922 1.109 -2.127
H 1.851 0.852 1.225
H 2.757 1.315 -0.213
H 1.950 3.691 -0.078
H 0.667 -2.037 -0.503
*
```

Computed properties:
SMILES string ... [H]/N=C(/C)N(C(C)(F)F)[C@@](N)(CS)C(=O)O
HOMO ... -9.29 eV
E_LUMO ... 0.0145 hartree

Results of the Löwdin charge analysis, in e, for atoms 1 through 2:
1. H 0.09
2. N 0.16

***

Relative energy (zero: lowest compared OMol25 entry of this formula, charge and spin) (computed, kcal/mol): 52.75 4.25 60.42
Electronic energy (computed, hartree): -1460.5818 -3792.8349 -1187.1206